{"formula": "C4H12N2O", "method": "ωB97M-V/def2-TZVPD", "symbols": ["C", "N", "C", "C", "O", "H", "H", "H", "H", "H", "H", "H", "C", "N", "H", "H", "H", "H", "H"], "xyz": [[-0.39306, 2.39856, 1.33149], [-1.00421, 1.91873, 0.00025], [-0.27287, 0.80567, -0.68523], [-0.96503, 0.00691, -1.75897], [0.94323, 0.53822, -0.69082], [0.40412, 1.98508, 1.75833], [-0.15376, 3.55602, 1.37413], [-1.24089, 2.10129, 2.09430], [-2.10290, 1.68949, -0.04049], [-0.74956, 0.64942, -2.67667], [-2.12570, -0.07795, -1.58265], [-0.54954, -1.04494, -2.19379], [0.71449, -2.03707, 0.72008], [1.61680, -2.33262, -0.47373], [-0.16775, -2.76688, 1.31569], [1.40313, -1.88806, 1.68610], [0.32064, -0.88697, 0.45485], [1.97861, -1.50787, -0.61740], [2.34426, -3.10704, -0.01547]], "relative_energy_kcal_mol": 124.8, "homo_energy_ev": -8.918, "total_energy_ev": -9365.784, "max_force_ev_per_a": 10.36, "smiles": "CNC(C)=O.CN"}